[1]
26
Properties=species:S:1:pos:R:3 method="wB97M-V/def2-TZVPD" spin_multiplicity=1 charge=+1 e_lumo_ha=-0.1081 homo_lumo_gap_ev=10.190 smiles="CCC[C@@H]([NH+]=C(N)N)B(O)O" e_above_lowest_kcal_mol=8.8 total_energy_ha=-538.9588 molar_mass_da=160.01
O 0.9243 2.9947 0.6929
O 1.7369 1.9497 -1.3709
N 2.3106 -0.8599 1.3643
N 2.2290 -2.2932 -0.4170
N 0.7840 -0.5571 -0.2477
C 1.8906 -1.1608 0.1296
C 0.0868 0.6525 0.2139
C -1.3677 0.6563 -0.3285
C -3.5137 -0.6470 -0.1831
C -2.0476 -0.6681 0.1888
B 1.0657 2.0144 -0.2260
H -3.9440 -1.5907 0.1334
H -1.4424 -1.4944 -0.1873
H 3.1731 -2.6686 -0.2119
H -1.9956 -0.5706 1.4133
H 3.0100 -1.4262 1.8908
H 1.8690 2.7590 -1.8894
H 2.0589 -2.3521 -1.5041
H -0.0333 0.6629 1.3407
H -1.2757 0.6240 -1.4008
H 0.4620 -1.1381 -1.1506
H -3.6950 -0.5849 -1.2316
H -1.9035 1.7099 -0.0641
H 2.0764 -0.0388 1.9355
H -3.8972 0.2367 0.2380
H 1.4385 3.7905 0.8718

[2]
15
Properties=species:S:1:pos:R:3 method="wB97M-V/def2-TZVPD" spin_multiplicity=1 e_lumo_ha=0.0185 homo_lumo_gap_ev=9.281 e_above_lowest_kcal_mol=124.3 total_energy_ha=-664.7347 molar_mass_da=116.19
S 1.3193 0.4113 1.3719
N -1.4708 1.1772 -1.0757
N -0.3871 0.8550 -1.9057
C 0.1937 -0.0982 -1.2693
C -0.2903 -2.1763 -0.0945
C -0.1764 -0.8535 -0.1692
C -0.4633 -0.0702 1.2446
H -1.8455 0.1393 -1.0027
H 1.3697 1.8163 1.8755
H -0.9251 -0.6394 1.9805
H -2.0609 1.8201 -1.5175
H -0.8897 0.9356 1.0769
H -0.3985 -2.5386 0.8936
H 1.2758 -0.0750 -1.7122
H -0.2119 -3.0750 -0.9449

[3]
8
Properties=species:S:1:pos:R:3 method="wB97M-V/def2-TZVPD" spin_multiplicity=1 e_lumo_ha=0.0238 homo_lumo_gap_ev=12.159 e_above_lowest_kcal_mol=42.7 total_energy_ha=-738.3816 molar_mass_da=110.09
S -0.9657 -0.4304 0.0884
O 0.5501 -0.9338 0.2987
O -0.2725 1.0378 -0.1621
O -1.7027 -0.6702 1.2679
O -1.6330 -0.7636 -1.0895
C 0.9574 0.4645 -0.0457
H 1.5306 0.5608 -1.0974
H 1.5359 0.7350 0.7398

[4]
8
Properties=species:S:1:pos:R:3 method="wB97M-V/def2-TZVPD" spin_multiplicity=1 e_lumo_ha=0.0180 homo_lumo_gap_ev=9.615 e_above_lowest_kcal_mol=70.0 total_energy_ha=-917.2211 molar_mass_da=98.47
Cl 0.6046 -0.9429 2.0120
P 1.4434 -0.7542 0.2389
O -1.6250 -0.1086 -0.0164
C -0.3738 0.4885 -0.5377
H 2.3210 0.3400 0.6329
H -1.4598 -0.9640 -0.3889
H -0.4924 0.4217 -1.6697
H -0.4181 1.5195 -0.2711

[5]
87
Properties=species:S:1:pos:R:3 method="wB97M-V/def2-TZVPD" spin_multiplicity=5 charge=+1 e_lumo_ha="-0.1540 / -0.0931" s2=6.16 homo_lumo_gap_ev="7.065 / 8.904" e_above_lowest_kcal_mol=0.0 total_energy_ha=-5946.6374 molar_mass_da=722.56
Se -0.6880 -4.0330 -0.4019
Mn -1.4197 -1.8270 0.5204
S -0.3639 -0.7213 -1.1241
Si 0.4897 1.2031 -0.6552
O 1.1311 1.2044 0.8301
O 1.6259 1.3647 -1.8089
O -0.6132 2.3804 -0.8274
N -3.0561 -2.6565 2.8313
N -2.5393 -0.2532 1.1624
N -0.2587 -1.6267 2.3268
N -2.8914 -0.2135 2.4677
N -0.2125 -3.3635 -3.1668
N 1.6202 -3.5049 -2.0397
N -2.7922 -3.0004 1.5495
N -0.9469 -1.4629 3.4780
C -0.0962 -1.4236 4.5130
C 1.1903 -1.5640 4.0281
C -3.8204 1.5412 1.4895
C 1.1620 2.1356 1.9406
C 3.3603 0.9083 -3.3395
C -0.9806 3.2095 -1.9569
C -4.1940 -4.5076 2.4221
C 3.3116 -0.2513 -1.1236
C -0.1917 2.1064 2.6276
C -3.0934 0.7994 0.5638
C -3.6608 0.8600 2.6826
C -1.2592 2.3314 -3.1696
C 3.0280 1.0508 -1.8615
C 3.8005 2.2029 -1.2357
C 2.2545 1.6171 2.8619
C 0.8181 -3.1077 -4.0408
C 1.4986 3.5416 1.4614
C -3.8952 -3.5454 3.3700
C 0.2870 -3.5898 -1.9445
C 2.5462 -3.6367 -0.9233
C -3.4774 -4.1209 1.2970
C 1.0290 -1.6876 2.6480
C 0.1475 4.1920 -2.2437
C -1.6307 -3.3230 -3.4982
C 1.9674 -3.1991 -3.3358
C -2.2333 3.9589 -1.5291
B -2.4833 -1.3482 3.4351
H 1.0562 3.6614 -2.5240
H 1.7722 -1.7865 1.8734
H -3.0479 3.2665 -1.3141
H -4.0439 1.0639 3.6685
H -2.0333 4.5488 -0.6338
H -4.3752 2.4464 1.3193
H 0.7169 3.9274 0.8109
H -3.4274 -4.5821 0.3250
H 2.7065 -1.0516 -1.5505
H 0.3524 4.8036 -1.3642
H 2.9914 -3.0713 -3.6370
H -2.9339 -1.1579 4.5245
H -2.1000 -2.4945 -2.9707
H 2.4286 -2.7858 -0.2547
H -1.5792 2.9476 -4.0108
H 4.4226 0.7030 -3.4783
H 4.3680 -0.5098 -1.2186
H -4.8420 -5.3585 2.5301
H -0.1365 4.8556 -3.0619
H 3.2199 1.6313 2.3540
H 1.5906 4.2062 2.3217
H 2.0342 0.5951 3.1728
H 2.7820 0.0917 -3.7764
H -2.0487 1.6094 -2.9509
H 3.5590 2.2885 -0.1754
H -1.7235 -3.1737 -4.5699
H -0.3608 1.7864 -3.4641
H 3.0719 -0.1533 -0.0622
H -0.4623 -1.2975 5.5181
H 3.5479 3.1410 -1.7315
H 3.1127 1.8278 -3.8704
H -2.5594 4.6319 -2.3225
H 0.6447 -2.8838 -5.0777
H 4.8746 2.0381 -1.3335
H 2.3441 -4.5569 -0.3818
H 2.1058 -1.5710 4.5921
H -0.9667 2.4601 1.9465
H -2.9189 0.9691 -0.4839
H 2.4477 3.5517 0.9218
H 3.5575 -3.6552 -1.3192
H -4.2271 -3.4308 4.3882
H -0.4310 1.0911 2.9462
H 2.3255 2.2431 3.7522
H -2.1025 -4.2601 -3.2141
H -0.1826 2.7540 3.5060

[6]
79
Properties=species:S:1:pos:R:3 method="wB97M-V/def2-TZVPD" spin_multiplicity=3 charge=-1 e_lumo_ha="0.0823 / 0.0822" s2=2.01 homo_lumo_gap_ev="5.655 / 5.959" e_above_lowest_kcal_mol=35.3 total_energy_ha=-7619.4804 molar_mass_da=823.92
Pd 1.7088 -0.0260 0.3497
Se 1.8773 1.1448 2.6015
Se 0.9127 -2.2701 1.0273
S 3.9083 0.3999 -1.0654
P -1.0752 2.6698 -0.8372
P -2.1640 0.2878 0.3284
O 0.4669 -1.2794 5.5122
O -2.3227 1.6724 -0.5601
O 4.0534 -0.1915 0.2824
O 5.1680 0.6623 -1.7248
O 0.2570 2.1581 -0.5069
O -0.9941 0.3716 1.2024
O 2.9695 1.5263 -1.0811
O 4.2763 -2.6204 4.3966
N -1.5514 4.0140 0.0043
N -3.6000 0.1796 1.1174
N -1.1859 2.9872 -2.4490
N -2.1762 -0.8785 -0.8229
C 2.7966 -0.2433 3.6407
C 1.9911 -2.8208 -3.6912
C 1.3635 -3.8881 -4.5539
C 2.7129 -3.1750 -2.5526
C -3.6037 0.0939 2.5756
C -2.4362 3.3637 -3.0677
C -4.8557 0.5654 0.5035
C 2.3391 -2.4301 2.3845
C -0.1037 2.6059 -3.3500
C 3.2843 -2.2116 -1.7405
C -2.7741 4.1070 0.7827
C -1.0754 -0.9115 -1.7809
C 2.9147 -2.4314 4.7886
C 2.4398 -0.4984 -3.2019
C 1.8722 -1.4729 -4.0111
C -3.2716 -1.7840 -1.1004
C -0.4695 4.8810 0.4801
C 3.1260 -0.8677 -2.0549
C 0.6839 -1.5897 4.1198
C 2.1611 -1.6484 3.7089
H -3.2127 5.1030 0.6703
H 0.7226 -4.5404 -3.9565
H 4.6956 -3.2088 5.0285
H -3.9918 1.0201 3.0131
H -4.2338 -0.7374 2.9042
H 0.2078 -0.7933 3.5531
H 2.8736 -1.8820 5.7336
H 2.4234 -3.4074 4.9244
H -3.1885 3.5811 -2.3086
H -3.8537 -1.4714 -1.9774
H 0.1747 3.4546 -3.9810
H -5.6188 -0.2012 0.6667
H -1.3993 -0.5698 -2.7726
H -5.2246 1.5057 0.9288
H -2.5909 -0.0632 2.9372
H -2.8708 -2.7814 -1.2969
H -0.2569 -0.2774 -1.4485
H 0.7579 -3.4514 -5.3489
H -0.3465 4.7755 1.5610
H -4.7302 0.7051 -0.5697
H -2.3103 4.2561 -3.6881
H 0.4741 4.6011 0.0161
H -0.6795 -1.9252 -1.8645
H -2.5799 3.9393 1.8487
H 3.8348 -2.4806 -0.8494
H 3.8120 -0.3223 3.2624
H -3.5013 3.3725 0.4482
H -3.9364 -1.8528 -0.2421
H -0.6874 5.9268 0.2468
H 0.1925 -2.5297 3.8538
H 0.7491 -2.0329 6.0362
H 2.1285 -4.5165 -5.0159
H -0.4076 1.7784 -4.0038
H -2.8195 2.5591 -3.7060
H 3.2546 -2.1061 1.8988
H 2.4314 -3.4964 2.5980
H 2.8001 -4.2230 -2.2834
H 1.3299 -1.1815 -4.9053
H 2.8365 0.1718 4.6510
H 2.3526 0.5534 -3.4466
H 0.7645 2.2966 -2.7700

[7]
93
Properties=species:S:1:pos:R:3 method="wB97M-V/def2-TZVPD" spin_multiplicity=1 charge=+1 e_lumo_ha=-0.2216 homo_lumo_gap_ev=3.159 e_above_lowest_kcal_mol=26.5 total_energy_ha=-1984.9589 molar_mass_da=656.89
N -0.8672 -2.6814 1.4656
C 3.1031 -0.5456 0.5174
C -1.7281 -0.9643 -0.5930
C -4.4778 -3.0150 -1.4021
C 1.2695 3.7055 0.3935
C -4.8454 -4.1687 -2.0981
C 2.5451 2.9890 -1.4501
C 5.8598 2.8991 1.3315
C -1.2541 0.1655 0.0824
C 3.4115 -2.6598 -0.6294
C 4.3957 -0.1889 0.1226
C -6.1502 -0.5108 1.5730
C 0.7033 4.2789 -0.7976
C 1.4985 3.8477 -1.9292
C -0.0596 -0.6413 -2.3016
C 3.4789 2.6683 0.8963
C -3.9819 -5.2609 -2.1623
C 0.8722 4.2046 1.6399
C -5.2342 1.2639 0.2130
C -2.3366 -4.0214 -0.8919
C 5.6639 2.3901 2.6242
C -2.2653 -2.2439 1.4867
C -5.0889 -1.3394 1.1963
C -1.1915 -1.3120 -1.8316
C 4.6745 -2.2684 -1.0619
C -2.0218 -4.4370 2.6188
C -3.2483 -2.9705 -0.7372
C 3.2743 2.2531 2.2347
C -3.0493 -3.4284 2.1065
C 1.2462 -2.2495 0.4106
C -0.1387 0.8384 -0.4035
C 0.2099 -1.8626 1.2267
C 3.5507 3.1309 -3.6428
C -6.2133 0.8024 1.0959
C 1.4997 4.3714 -3.2142
C 5.1609 -1.0025 -0.7167
C 4.3671 2.0976 3.0805
C 3.5760 2.6313 -2.3294
C -0.6742 -4.0263 2.0096
C -4.1814 0.4245 -0.1692
C 2.3602 2.8075 -0.0069
C -4.0456 -0.8527 0.3977
C 0.4690 0.4288 -1.5876
C -0.1445 5.1701 1.6859
C 2.5310 3.9895 -4.0803
C -2.8309 -1.7552 0.1045
C 2.5756 -1.7884 0.1175
C -2.7132 -5.1828 -1.5747
C -0.2549 5.2792 -0.7459
C -0.7112 5.6919 0.5128
C 4.7721 3.0785 0.4827
H 4.4087 2.0241 -1.9777
H 1.0264 -3.2131 -0.0721
H 4.3662 2.8755 -4.3231
H 4.9047 3.5737 -0.4753
H 2.2592 2.0800 2.5984
H 1.3604 0.9363 -1.9468
H -2.3258 -1.3921 2.1943
H 6.1317 -0.6511 -1.0801
H -3.6814 -3.0535 2.9217
H -5.1540 -2.1591 -1.3664
H 0.4184 -0.9618 -3.2240
H -3.4637 0.7919 -0.9052
H 1.3715 3.8856 2.5507
H 0.1793 -0.8499 1.6565
H -0.4725 5.5467 2.6558
H -1.9760 -4.4156 3.7151
H -5.8159 -4.1918 -2.5893
H 4.1996 1.7740 4.1129
H -0.6216 5.6968 -1.6824
H 0.2377 1.6591 0.1927
H -3.7017 -3.9171 1.3710
H -5.2802 2.2774 -0.1903
H 3.0496 -3.6693 -0.8445
H 0.1494 -4.0718 2.7413
H 6.8586 3.1820 0.9887
H -2.0051 -6.0122 -1.6410
H -1.6067 -2.1291 -2.4248
H 0.7118 5.0680 -3.4972
H -2.2963 -5.4576 2.3203
H -6.9192 -0.9120 2.2393
H 2.5039 0.1030 1.1556
H 6.5201 2.2401 3.2848
H -1.7123 0.4840 1.0289
H -5.0922 -2.3827 1.5154
H 4.8474 0.7353 0.4766
H 2.5343 4.3603 -5.1036
H -0.4136 -4.7240 1.1982
H -7.0348 1.4520 1.4006
H -4.2834 -6.1700 -2.6811
H -1.5102 6.4276 0.5750
H -1.3271 -3.9200 -0.4837
H 5.2944 -2.9496 -1.6549

[8]
10
Properties=species:S:1:pos:R:3 method="wB97M-V/def2-TZVPD" spin_multiplicity=1 e_lumo_ha=-0.0085 homo_lumo_gap_ev=7.282 e_above_lowest_kcal_mol=102.3 total_energy_ha=-301.3243 molar_mass_da=84.08
O -0.4341 -0.9167 -0.5434
N 1.5591 0.2342 0.1498
N -2.0033 0.4688 0.2775
C -0.7300 1.0700 0.6593
C 0.1048 0.1600 0.1261
C -1.7556 -0.6066 -0.3779
H 1.9906 0.2531 -0.7806
H 2.0163 -0.4991 0.7026
H 1.7032 1.1438 0.6103
H -2.4509 -1.3076 -0.8238

[9]
26
Properties=species:S:1:pos:R:3 method="wB97M-V/def2-TZVPD" spin_multiplicity=1 charge=+2 e_lumo_ha=-0.3694 homo_lumo_gap_ev=6.566 e_above_lowest_kcal_mol=126.4 total_energy_ha=-659.8389 molar_mass_da=330.63
Hf -1.4572 2.1700 0.0465
O 0.2505 3.6744 0.2273
O -1.6016 0.7996 -1.4017
O 2.9014 0.5337 -1.2084
O 0.0668 1.1664 0.6365
O -2.3493 0.4872 1.2505
O 1.6260 -2.2369 -0.2513
O -1.0059 -3.2365 -0.0049
C -1.0201 -0.3856 -1.9710
C 0.7946 0.2700 1.3766
H 1.1764 3.8079 0.0102
H -1.6236 -0.8680 -2.7606
H -1.9184 -0.0880 1.8504
H -3.1322 -0.0262 0.9636
H 0.9504 0.5389 2.3834
H 2.2794 0.0659 -0.6580
H -1.3693 -2.9206 0.8334
H 0.0387 -0.2111 -2.2225
H 0.7284 -2.5033 -0.0454
H 3.1309 1.1631 -0.5465
H 0.2166 -0.6687 1.3921
H 2.2042 -2.3424 0.5342
H -1.1009 -1.0456 -1.1318
H -1.5016 -2.8377 -0.6966
H 1.7479 0.1042 0.8948
H -0.0317 4.5892 0.4992

[10]
79
Properties=species:S:1:pos:R:3 method="wB97M-V/def2-TZVPD" spin_multiplicity=1 charge=+3 e_lumo_ha=-0.3703 homo_lumo_gap_ev=6.623 total_energy_ha=-2811.2123 molar_mass_da=853.92
Pb -1.1876 1.2449 -0.3270
P -1.8256 3.7634 -0.6399
Si 1.3985 -0.6213 0.7136
F -2.9386 -2.4430 -3.3991
F -0.6561 -3.8116 -3.1832
F 1.7826 0.0960 -4.1405
F -0.4986 1.4693 -4.3156
N 1.3931 -3.8284 -1.0031
N -1.0724 0.4738 1.8065
N -3.9686 2.2700 -4.9381
N -3.0733 0.3262 -0.9799
N 4.1501 -2.4183 -4.2569
C -2.1803 3.9463 -2.3911
C -2.8978 -0.4154 4.0167
C -2.9411 0.3962 -3.5113
C -3.0842 0.4215 -2.1831
C 3.1140 0.0358 0.6502
C 1.7002 -4.9983 2.4441
C 0.4976 -0.0511 -0.8797
C 3.1192 -2.4707 -3.7553
C 1.4732 -2.4681 1.1374
C -3.0833 -0.8433 2.5595
C -0.6150 -2.5292 -3.5454
C 1.8328 -2.5277 -3.1316
C 1.6844 -2.6011 2.5191
C 0.6304 -0.5548 -4.0733
C -0.4758 4.8452 -0.1628
C -1.7145 1.4387 2.7718
C 0.3963 0.3381 2.0446
C 4.6309 1.9192 0.4903
C -1.9785 0.8209 4.1331
C -1.8016 -1.8247 -3.6581
C 1.5316 -4.9206 1.0730
C 5.4954 -0.3277 0.4114
C -0.5541 0.1466 -4.1650
C 1.6835 -3.0561 -1.9413
C 1.4475 -3.6854 0.4467
C -3.5448 1.3909 -4.3298
C -1.7801 -0.4552 -3.8958
C 5.7052 1.0425 0.3850
C 3.3466 1.4185 0.6169
C 0.6140 -1.8925 -3.6916
C -3.2989 4.1318 0.3135
C 1.8037 -3.8239 3.1672
C 4.2078 -0.8295 0.5443
C -1.7368 -0.8918 1.8621
H -1.0356 0.5748 4.6239
H 0.0508 -0.8099 -1.5214
H 1.1109 -4.7711 -1.2959
H 0.8225 1.3481 2.0643
H 6.3352 -1.0053 0.3370
H -3.6286 5.1389 0.0425
H -1.0554 2.3069 2.8425
H 1.7837 -1.7127 3.1311
H -3.5266 -1.8378 2.5098
H -1.8318 -1.2786 0.8426
H 2.5209 2.1213 0.7043
H -2.6616 1.7605 2.3321
H -3.8670 -0.2215 4.4719
H -0.2541 4.7390 0.8993
H 1.1954 0.5480 -1.4679
H 0.4132 4.6299 -0.7564
H -2.4063 4.9992 -2.5838
H 1.9748 -3.8515 4.2348
H 0.5478 -0.0692 3.0455
H 6.7095 1.4324 0.2877
H 1.4930 -5.8326 0.4871
H -2.4372 1.5927 4.7519
H 1.7711 -5.9623 2.9283
H -1.3215 3.6547 -2.9972
H -4.0942 3.4261 0.0690
H -1.0609 -1.5566 2.4049
H -3.7668 -0.1859 2.0163
H 4.8036 2.9870 0.4807
H 4.0640 -1.9034 0.5868
H -3.0873 4.1062 1.3822
H -0.7811 5.8776 -0.3543
H -3.0515 3.3557 -2.6785
H -2.4603 -1.2469 4.5704